DFT (the ωB97M-V functional and the def2-TZVPD basis) results for 9 unconnected molecules or ions with the total composition C38H65Br16F10NO5P.

XYZ file:
```
136
Properties=species:S:1:pos:R:3:forces:R:3
C 1.3873 2.6454 4.7352 -0.0247 0.4778 0.1829
C 1.4877 3.5886 3.5115 0.0377 -1.3695 0.4466
C 2.0524 2.7930 2.2660 -1.1592 1.3147 1.1758
C 0.9440 2.7210 1.1988 -0.0387 -0.5271 -0.6453
C 1.0666 1.5469 0.1786 0.7607 1.1469 0.5719
O 0.8703 2.1485 -1.1164 -0.8527 -0.7628 0.3927
C 0.1811 1.4014 -2.0579 -0.3665 1.3523 -1.1972
F 1.0628 0.4847 -2.6129 -0.2651 -0.5846 0.6073
C -0.1797 2.4096 -3.1946 0.4432 0.4377 0.7849
C 0.9772 2.6402 -4.1757 0.1686 0.3819 -0.2591
C 0.9113 1.7704 -5.4395 2.4110 -0.0187 2.5904
O 0.1072 1.9215 -6.2596 -2.8470 0.2909 -2.5921
O 1.8739 0.8320 -5.5647 0.3221 0.3328 0.3108
C -1.1538 0.7657 -1.5661 0.9469 -0.0395 -0.4417
P -1.6941 -0.8393 -2.3903 -1.4387 -0.4351 -0.2328
C -1.4219 -0.4837 -4.2017 0.3359 -0.4681 0.8085
C -0.5917 -2.2874 -2.0130 0.8671 -0.0411 -0.6480
C 0.6091 -2.5473 -2.9505 0.5535 -0.6585 0.4461
N -1.2239 0.7776 -0.0420 0.1363 0.3226 -0.4701
C -2.4960 0.2477 0.5290 -1.3088 0.8190 0.3615
C -2.6422 -1.2171 0.9268 -0.0716 0.3514 2.2349
O -2.6754 -2.1565 0.2391 0.5112 -1.3560 -2.1125
O -2.8656 -1.4049 2.2926 0.6147 1.3199 -0.2329
C 0.0984 0.3579 0.4785 1.9754 0.1085 -0.1065
C 0.2567 -0.0675 1.9322 0.7292 -0.8258 0.9845
C 1.6539 -0.7624 2.0547 -0.5332 -0.6164 -0.8043
C 1.8255 -1.4665 3.3890 -0.1377 1.5706 0.1352
F 1.6343 -0.5212 4.3497 0.1287 0.1077 0.3634
F 0.8433 -2.3567 3.6020 -0.0465 -0.7673 -0.3028
C 3.2403 -2.0747 3.6672 -0.6267 0.3782 -0.3852
F 3.1095 -3.0659 4.5426 -0.0406 -0.6719 0.1355
F 3.9808 -1.1277 4.2448 0.4011 0.4864 -0.0657
C 4.0443 -2.5686 2.4334 0.3210 -1.0395 0.6036
F 5.1526 -3.1236 2.9373 0.3007 -0.3988 0.5483
F 4.4834 -1.5775 1.6720 -0.5472 0.8888 -0.5682
C 3.3530 -3.6814 1.5596 1.6765 -0.3429 -0.3159
F 2.2997 -4.2101 2.1248 -1.2923 0.2584 0.4516
F 3.0927 -3.2362 0.3485 -0.9570 0.7887 -0.6131
F 4.2117 -4.6667 1.3804 0.7241 -0.6710 0.1210
H 0.9894 3.2180 5.5854 0.0785 -0.2520 -0.1069
H 2.3623 2.2430 5.0363 -0.2309 0.1249 -0.1814
H 0.7116 1.7949 4.5689 0.0860 0.2355 -0.0770
H 2.1273 4.4297 3.7956 -0.2032 -0.0329 -0.2821
H 0.4581 3.9182 3.3266 0.4318 0.3851 -0.1774
H 2.3715 1.8270 2.6690 0.1670 0.1156 -0.4531
H 2.8915 3.3997 1.9070 0.0397 -0.6740 -0.3033
H 0.9676 3.6648 0.6386 -0.0375 -0.3078 -0.0048
H -0.0791 2.6639 1.6180 0.4313 0.1370 0.3406
H 2.1147 1.2167 0.2146 -0.3893 -0.3518 -0.1153
H -0.3328 3.3625 -2.6643 -0.1077 -0.2910 -0.0960
H -1.1371 2.1843 -3.6723 0.4000 -0.1893 -0.2149
H 0.9131 3.6824 -4.5186 -0.0906 -0.3158 -0.0948
H 1.9561 2.5707 -3.6774 -0.3610 -0.1649 0.0849
H 2.5244 1.0176 -4.8675 0.0602 -0.6055 -0.0182
H -1.9263 1.4957 -1.8499 0.0683 -0.3755 -0.0213
H -1.8167 -1.3660 -4.7212 0.0544 0.1757 0.1909
H -0.3573 -0.4178 -4.4502 -0.2946 0.2756 -0.1302
H -2.0168 0.3711 -4.5312 0.2294 -0.0959 0.0696
H -1.2502 -3.1654 -2.1095 -0.1820 0.4700 0.0662
H -0.2520 -2.3363 -0.9681 -0.2471 0.2490 -0.1993
H 1.5101 -1.9702 -2.7024 -0.4243 0.2125 -0.1758
H 0.9119 -3.5935 -2.7731 -0.0952 0.2420 -0.1635
H 0.3869 -2.4947 -4.0267 0.0884 0.3110 0.6478
H -1.2741 1.7892 0.1457 -0.0599 -0.2226 0.2874
H -2.7488 0.8693 1.4006 0.3695 -0.2798 -0.0646
H -3.2984 0.4780 -0.1957 0.5715 -0.3149 0.1500
H -2.1648 -1.9887 2.6213 -0.5416 -0.3571 0.0242
H 0.4886 -0.4630 -0.1427 -0.7386 0.0272 -0.0018
H 0.2013 0.7125 2.6992 -0.1840 0.1611 -0.5048
H -0.4221 -0.8579 2.2746 -0.2409 0.3960 -0.5059
H 1.6546 -1.5434 1.2741 0.2875 0.2312 0.1777
H 2.4949 -0.0918 1.8657 -0.1319 -0.1252 0.1786
Br 4.8830 1.0774 -3.4803 -0.2144 0.0918 -0.0216
C 5.0443 2.4690 -4.8410 0.0911 -0.2761 -0.1451
C 6.3564 3.1972 -4.7291 -0.0147 0.3374 0.0687
Br 6.3442 4.4523 -3.2422 0.0262 -0.0903 0.0026
H 4.1844 3.1241 -4.7294 0.0940 0.0684 0.0308
H 4.9770 1.9442 -5.7932 0.0443 0.0199 0.0228
H 6.5311 3.8040 -5.6156 -0.0531 -0.0575 -0.0113
H 7.2004 2.5313 -4.5758 -0.0761 -0.0395 -0.0159
Br -2.8742 -0.5945 -7.2724 0.0112 -0.0259 -0.1963
C -1.8519 0.2156 -8.7202 -0.1679 0.1058 0.0784
C -1.9887 -0.5678 -9.9983 0.1867 -0.0308 -0.0859
Br -0.9107 -2.1893 -9.9615 -0.0733 -0.0132 -0.0053
H -0.8257 0.2965 -8.3735 -0.0286 -0.0159 -0.0175
H -2.2702 1.2136 -8.8382 0.0117 -0.0376 -0.0400
H -1.6076 0.0080 -10.8397 0.0036 0.0200 0.0558
H -3.0105 -0.8730 -10.2040 0.0215 0.0211 0.0605
Br -7.3156 2.0160 2.0471 -0.0205 0.0092 -0.0266
C -7.7181 0.1689 1.5883 -0.0153 0.1850 0.2448
C -6.4574 -0.6120 1.3403 -0.0373 -0.2102 -0.0989
Br -5.6890 -0.1866 -0.4009 -0.2621 -0.0515 -0.0824
H -8.3863 0.1925 0.7325 0.0786 -0.0513 -0.0181
H -8.2496 -0.2335 2.4489 0.0726 -0.0398 -0.0150
H -6.6662 -1.6801 1.3068 -0.0129 0.0343 -0.0266
H -5.6867 -0.4194 2.0819 -0.0865 0.0467 0.0192
Br -1.1145 -8.1542 3.5126 0.0322 -0.0399 -0.0693
C 0.7642 -8.3759 3.0542 -0.1483 0.0536 0.2710
C 1.3056 -7.1591 2.3526 0.1681 -0.1152 -0.2331
Br 0.7163 -7.0854 0.4972 -0.0188 0.1215 0.0549
H 0.8406 -9.2805 2.4583 0.0215 0.0694 -0.0394
H 1.2737 -8.5258 4.0045 0.0296 0.0410 -0.0486
H 2.3930 -7.1980 2.3051 -0.0300 -0.0378 0.0309
H 0.9986 -6.2291 2.8198 -0.0579 -0.0869 0.0491
Br -5.3486 -0.4187 5.1003 0.0964 0.0381 0.0176
C -5.6961 0.6440 6.6980 -0.1501 -0.2173 -0.0560
C -6.5715 1.8303 6.3936 0.0570 0.1885 0.0698
Br -5.5697 3.2386 5.5005 -0.0120 -0.0142 -0.0127
H -4.7296 0.9218 7.1074 -0.0369 0.0515 -0.0419
H -6.1981 -0.0338 7.3863 -0.0232 0.0468 -0.0262
H -6.9390 2.2802 7.3142 0.0440 -0.0461 0.0022
H -7.4132 1.5859 5.7516 0.0608 -0.0467 -0.0051
Br 1.9996 -6.1626 -6.4668 -0.0734 -0.0249 0.0575
C 0.2072 -6.1120 -7.2260 0.2795 -0.0230 -0.0831
C -0.3509 -4.7145 -7.2251 -0.2907 -0.0487 -0.0270
Br -0.9348 -4.1860 -5.4433 -0.1097 -0.1609 -0.2136
H -0.3970 -6.8130 -6.6577 -0.0234 0.0723 -0.0025
H 0.3187 -6.4760 -8.2459 -0.0402 0.0654 0.0085
H -1.2430 -4.6577 -7.8461 0.0285 -0.0110 0.0123
H 0.3644 -3.9677 -7.5565 0.0131 -0.0540 0.0326
Br -2.5005 6.8132 5.2543 0.0578 -0.0180 -0.0924
C -3.2079 6.8854 3.4435 0.0011 0.0776 0.3241
C -3.6914 5.5348 2.9906 -0.1195 0.0346 -0.2986
Br -2.2025 4.3662 2.5205 -0.0099 -0.1006 0.0052
H -2.4230 7.2919 2.8122 -0.0390 -0.0617 -0.0297
H -4.0370 7.5895 3.4871 -0.0263 -0.0796 -0.0531
H -4.2824 5.6241 2.0808 0.0236 0.0111 0.0246
H -4.2691 5.0134 3.7470 0.0525 0.0390 0.0018
Br 3.7286 1.5841 7.4970 0.0758 -0.0808 -0.0440
C 5.5669 1.4254 6.8728 -0.1172 0.0428 0.2661
C 5.9970 2.6434 6.0995 0.1452 -0.0850 -0.1754
Br 5.2437 2.6505 4.3011 -0.0263 0.0488 0.0223
H 5.6252 0.5096 6.2916 0.0159 0.0668 -0.0409
H 6.1645 1.3172 7.7763 0.0279 0.0510 -0.0541
H 7.0760 2.6422 5.9553 -0.0306 -0.0373 0.0160
H 5.6976 3.5747 6.5710 -0.0405 -0.0641 0.0136
```
Positions in Å, forces in eV/Å.

Properties
Total energy ... -1209326.375 eV
Total charge ... +1
HOMO-LUMO gap ... 8.54 eV
E_HOMO ... -0.3953 hartree

Atomic partial charges in e from the Löwdin method, atoms 1 to 99: -0.132 -0.229 -0.179 -0.132 -0.210 0.005 -0.478 0.045 -0.065 -0.067 -0.567 0.154 0.101 -0.273 1.043 -0.305 -0.396 -0.195 -0.010 -0.060 -0.520 0.152 0.047 -0.177 -0.063 -0.045 -0.428 0.111 0.136 -0.380 0.185 0.161 -0.359 0.168 0.180 -0.584 0.194 0.188 0.194 0.079 -0.017 0.058 0.104 0.032 0.078 0.113 0.135 0.055 0.162 0.138 0.114 0.138 0.103 0.027 0.133 -0.029 0.034 0.021 0.077 0.060 0.063 0.073 -0.020 0.172 0.147 0.033 0.115 0.146 0.117 0.110 0.130 0.122 0.656 -0.684 -0.690 0.617 0.042 0.067 0.063 0.054 0.677 -0.673 -0.683 0.634 0.043 0.063 0.060 0.052 0.602 -0.681 -0.665 0.728 0.054 0.062 0.071 0.004 0.608 -0.693 -0.715